{
  "formula": "C18H48B3BeF12N2O10",
  "method": "ωB97M-V/def2-TZVPD",
  "molar_mass_g_mol": 722.01,
  "max_force_ev_per_a": 4.4,
  "homo_energy_ev": -7.676,
  "charge": -1,
  "symbols": ["Be", "B", "F", "F", "F", "F", "B", "F", "F", "F", "F", "B", "F", "F", "F", "F", "C", "O", "C", "C", "N", "C", "C", "O", "C", "H", "H", "H", "H", "H", "H", "H", "H", "H", "H", "H", "H", "H", "H", "H", "C", "O", "C", "C", "N", "C", "C", "O", "C", "H", "H", "H", "H", "H", "H", "H", "H", "H", "H", "H", "H", "H", "H", "H", "C", "C", "O", "O", "H", "H", "H", "H", "H", "H", "C", "C", "O", "O", "H", "H", "H", "H", "H", "H", "C", "C", "O", "O", "H", "H", "H", "H", "H", "H"],
  "xyz": [[-0.691, -1.167, -0.506], [-2.226, -1.289, -6.014], [-2.842, -0.144, -5.601], [-1.030, -1.451, -5.481], [-2.991, -2.447, -5.803], [-2.081, -1.176, -7.397], [-2.280, -1.470, 2.009], [-3.287, -0.645, 1.641], [-2.512, -2.146, 3.168], [-2.080, -2.373, 0.999], [-1.080, -0.811, 2.251], [2.114, 1.676, -4.748], [3.036, 2.011, -3.669], [2.848, 1.537, -5.881], [1.400, 0.555, -4.519], [1.228, 2.794, -5.000], [-4.075, -0.229, -1.340], [-3.105, -1.220, -1.413], [-3.573, -2.360, -2.166], [-2.516, -3.415, -1.973], [-1.185, -3.081, -2.422], [-0.178, -4.160, -2.219], [-0.002, -4.445, -0.713], [0.351, -3.334, 0.099], [0.868, -3.740, 1.444], [-4.236, 0.263, -2.299], [-3.560, 0.489, -0.701], [-4.938, -0.661, -0.834], [-3.734, -2.163, -3.226], [-4.469, -2.746, -1.681], [-2.777, -4.323, -2.518], [-2.468, -3.758, -0.939], [-1.166, -3.142, -3.430], [0.765, -3.839, -2.660], [-0.284, -5.100, -2.762], [0.819, -5.160, -0.766], [-0.790, -5.032, -0.242], [-0.100, -3.895, 1.920], [1.135, -2.897, 2.081], [1.667, -4.481, 1.426], [-3.551, 2.982, 4.453], [-2.209, 3.149, 3.921], [-1.706, 1.934, 3.510], [-0.266, 2.022, 3.420], [0.078, 2.724, 2.225], [1.530, 3.016, 2.272], [1.817, 4.088, 1.254], [2.229, 3.740, -0.089], [2.354, 4.876, -0.896], [-4.012, 3.868, 4.888], [-3.550, 2.312, 5.313], [-4.200, 2.587, 3.671], [-2.016, 1.626, 2.512], [-1.937, 1.132, 4.212], [0.129, 1.006, 3.435], [0.041, 2.512, 4.344], [-0.456, 3.578, 2.305], [2.073, 2.151, 1.891], [2.001, 3.174, 3.242], [2.729, 4.550, 1.633], [0.979, 4.783, 1.309], [1.407, 5.286, -1.247], [2.764, 4.326, -1.743], [3.094, 5.594, -0.542], [3.014, -0.510, 4.346], [4.343, -1.149, 3.725], [5.402, -0.569, 4.470], [1.766, -0.819, 3.674], [3.163, 0.569, 4.388], [2.885, -1.068, 5.274], [4.442, -0.772, 2.707], [4.356, -2.237, 3.673], [5.457, -1.009, 5.321], [1.429, -1.588, 4.138], [2.629, -0.881, -1.032], [2.378, 0.045, 0.212], [1.294, -0.443, 0.863], [1.453, -0.984, -1.868], [3.038, -1.834, -0.695], [3.313, -0.395, -1.728], [2.391, 1.037, -0.239], [3.325, -0.017, 0.748], [1.188, -0.070, 1.741], [1.487, -0.428, -2.650], [-0.477, 2.040, -1.510], [-1.105, 1.447, -2.770], [-0.881, 0.017, -2.775], [-1.093, 1.500, -0.364], [-0.731, 3.092, -1.643], [0.572, 1.764, -1.617], [-0.589, 1.814, -3.657], [-2.115, 1.835, -2.905], [-0.917, -0.236, -3.700], [-0.715, 1.807, 0.464]]
}